# 1
DFT (ωB97M-V with the def2-TZVPD basis set) results for C49H77BClN4OP2S3W as an isolated structure at a distorted geometry.

```
139
Properties=species:S:1:pos:R:3
W -0.405 0.047 -0.923
C 4.398 0.408 2.153
C 4.990 -0.945 1.727
C 6.322 -0.653 1.011
C 5.220 -1.770 2.999
P 3.600 -1.766 0.708
C 3.790 -0.812 -0.882
N 3.088 0.466 -0.971
B 1.676 0.853 -0.957
N 1.723 2.279 -1.219
C 0.643 3.222 -1.126
P -0.633 2.463 -0.025
C 0.004 2.872 1.722
C 1.422 2.302 1.843
C 0.045 4.365 2.039
C -0.855 2.132 2.748
C -2.174 3.500 -0.386
C -1.910 5.008 -0.381
C -2.658 3.112 -1.787
C -3.273 3.148 0.621
C 3.024 2.705 -1.412
C 3.525 3.964 -1.701
C 4.898 4.108 -1.845
C 5.737 3.009 -1.713
C 5.234 1.744 -1.435
C 3.863 1.590 -1.271
C 4.235 -3.497 0.180
C 3.547 -3.970 -1.106
C 5.742 -3.649 -0.030
C 3.788 -4.447 1.303
H 5.121 0.945 2.775
H 3.488 0.267 2.730
H 4.171 1.028 1.285
H 7.143 -0.734 1.727
H 6.328 0.364 0.618
H 6.542 -1.329 0.191
H 5.815 -1.189 3.709
H 5.758 -2.697 2.803
H 4.268 -2.009 3.477
H 3.451 -1.465 -1.686
H 4.852 -0.636 -1.027
H 0.201 3.428 -2.106
H 1.012 4.165 -0.715
H 2.144 2.841 1.230
H 1.441 1.248 1.571
H 1.746 2.385 2.883
H 0.496 4.952 1.237
H 0.654 4.512 2.934
H -0.947 4.760 2.255
H -0.872 1.065 2.532
H -1.879 2.499 2.791
H -0.420 2.258 3.741
H -1.027 5.268 -0.965
H -1.799 5.405 0.623
H -2.768 5.507 -0.839
H -3.574 3.661 -2.013
H -2.872 2.048 -1.857
H -1.924 3.382 -2.547
H -3.063 3.562 1.606
H -3.399 2.065 0.707
H -4.219 3.579 0.283
H 2.871 4.818 -1.823
H 5.320 5.077 -2.073
H 6.805 3.136 -1.831
H 5.921 0.911 -1.359
H 3.866 -3.411 -1.986
H 2.458 -3.923 -1.039
H 3.815 -5.017 -1.272
H 6.092 -3.042 -0.866
H 5.958 -4.694 -0.275
H 6.313 -3.400 0.862
H 4.156 -5.457 1.102
H 4.167 -4.139 2.277
H 2.699 -4.490 1.358
C -0.862 -1.904 5.772
C 0.580 -1.859 5.282
S 0.838 -1.532 3.515
C 0.135 -2.980 2.682
C -1.384 -2.952 2.484
S -1.983 -1.305 1.973
C -3.463 -1.108 3.011
C -3.309 -1.251 4.529
S -1.856 -0.449 5.278
H -0.860 -1.932 6.863
H -1.371 -2.798 5.417
H 1.084 -2.792 5.541
H 1.109 -1.033 5.759
H 0.433 -3.871 3.237
H 0.645 -2.981 1.717
H -1.894 -3.208 3.410
H -1.680 -3.673 1.719
H -4.217 -1.821 2.668
H -3.799 -0.100 2.759
H -3.299 -2.295 4.838
H -4.182 -0.788 4.989
C -0.695 0.637 -3.026
H 0.261 0.810 -3.517
H -1.313 1.522 -3.164
H -1.191 -0.202 -3.525
Cl 2.086 -2.648 -7.405
C 1.665 -2.379 -5.746
C 0.683 -3.147 -5.147
C 0.348 -2.921 -3.820
C 0.961 -1.920 -3.069
C 0.566 -1.691 -1.635
C 1.940 -1.155 -3.708
C 2.303 -1.384 -5.024
H 0.184 -3.918 -5.719
H -0.408 -3.551 -3.366
H 1.277 -2.187 -0.973
H -0.441 -2.180 -1.462
H 2.397 -0.327 -3.185
H 3.069 -0.776 -5.487
C -7.441 -0.214 -0.227
N -6.112 -0.726 -0.469
N -5.050 0.113 -0.799
C -3.875 -0.647 -0.723
O -2.762 -0.142 -0.996
C -4.268 -1.948 -0.325
C -5.630 -1.941 -0.161
C -6.536 -3.032 0.284
C -5.244 1.035 -1.886
C -4.911 0.624 -3.172
C -5.115 1.480 -4.241
C -5.661 2.739 -4.026
C -5.991 3.143 -2.742
C -5.779 2.294 -1.665
H -7.526 0.774 -0.666
H -7.654 -0.139 0.842
H -8.179 -0.863 -0.693
H -3.612 -2.792 -0.221
H -5.978 -3.958 0.398
H -7.328 -3.190 -0.450
H -7.008 -2.786 1.237
H -4.490 -0.361 -3.329
H -4.862 1.156 -5.241
H -5.829 3.400 -4.866
H -6.416 4.124 -2.577
H -6.016 2.619 -0.660
```

## Properties
- Calculated total energy: -4636.77080 a.u.
- Orbital gap (spin up / spin down): 6.668 / 7.343 eV
- Total charge: +1
- 2S+1: 3
- HOMO (spin up / spin down): -0.3437 / -0.3531 Eh
- E_LUMO (spin up / spin down): -2.69 / -2.27 eV
- Energy above the lowest of the compared OMol25 structures with the same formula, charge and spin: 6.7 kcal/mol


# 2
DFT (ωB97M-V with the def2-TZVPD basis set) results for C49H77F22InNO16 as an isolated structure at a distorted geometry.

```
166
Properties=species:S:1:pos:R:3
C -2.867 5.156 2.586
C -3.299 5.524 1.151
C -2.139 6.091 0.324
C -2.422 6.111 -1.185
C -2.207 4.735 -1.832
C -2.614 4.694 -3.310
C -4.121 4.654 -3.605
C -4.848 3.359 -3.185
C -5.407 3.367 -1.747
C -5.433 1.970 -1.103
C -4.081 1.556 -0.500
C -3.892 0.037 -0.355
C -2.424 -0.363 -0.122
C -2.255 -1.861 0.203
In -0.274 -2.709 -0.267
C -0.046 -4.624 0.878
C -0.775 -4.468 2.203
O -0.368 -5.425 3.208
C 1.441 -1.414 0.349
C 2.674 -2.205 0.699
C 3.372 -1.930 2.036
N 3.204 -3.118 -0.022
C -0.073 -3.133 -2.488
C 0.966 -2.345 -3.097
O 2.112 -2.537 -3.194
F 0.502 -1.150 -3.566
H -1.999 5.745 2.897
H -2.624 4.091 2.643
H -3.681 5.329 3.300
H -4.145 6.220 1.162
H -3.640 4.606 0.655
H -1.880 7.099 0.673
H -1.253 5.466 0.511
H -1.745 6.816 -1.687
H -3.446 6.465 -1.370
H -1.136 4.499 -1.762
H -2.726 3.966 -1.252
H -2.218 5.614 -3.770
H -2.118 3.861 -3.825
H -4.630 5.526 -3.176
H -4.227 4.747 -4.695
H -5.705 3.236 -3.860
H -4.187 2.495 -3.342
H -4.846 4.074 -1.122
H -6.438 3.745 -1.776
H -6.194 1.942 -0.315
H -5.707 1.240 -1.879
H -3.253 1.929 -1.120
H -3.993 2.010 0.497
H -4.248 -0.444 -1.278
H -4.500 -0.356 0.471
H -1.825 -0.053 -0.987
H -2.082 0.207 0.757
H -2.992 -2.429 -0.389
H -2.523 -2.029 1.255
H 1.028 -4.762 1.061
H -0.447 -5.475 0.316
H -0.639 -3.457 2.621
H -1.853 -4.609 2.066
H 0.531 -5.686 2.979
H 1.711 -0.712 -0.453
H 1.163 -0.795 1.213
H 2.994 -1.034 2.528
H 3.220 -2.815 2.666
H 4.443 -1.839 1.822
H 2.662 -3.223 -0.883
H -1.044 -2.878 -2.921
H 0.117 -4.202 -2.605
C 7.382 -3.220 0.996
C 7.699 -3.351 2.466
O 9.099 -3.067 2.746
C 9.441 -1.796 2.844
O 8.741 -0.832 2.749
C 10.948 -1.699 3.169
F 11.676 -2.531 2.410
F 11.161 -2.032 4.457
F 11.398 -0.460 2.981
H 8.044 -3.854 0.406
H 6.351 -3.520 0.807
H 7.506 -2.193 0.651
H 7.561 -4.376 2.807
H 7.072 -2.703 3.078
C -6.768 9.612 -6.437
C -5.521 10.102 -5.737
O -5.680 10.078 -4.301
C -5.501 8.897 -3.724
O -5.227 7.865 -4.261
C -5.656 9.031 -2.194
F -6.731 9.763 -1.873
F -4.572 9.634 -1.680
F -5.778 7.832 -1.630
H -7.636 10.197 -6.127
H -6.649 9.706 -7.514
H -6.962 8.566 -6.202
H -5.318 11.144 -5.975
H -4.648 9.509 -6.008
C -0.414 -5.108 6.510
C 0.015 -5.221 7.954
O 1.445 -5.040 8.096
C 1.873 -3.790 8.131
O 1.217 -2.791 8.086
C 3.408 -3.775 8.303
F 4.007 -4.648 7.487
F 3.723 -4.106 9.569
F 3.897 -2.562 8.058
H 0.130 -5.812 5.883
H -1.479 -5.318 6.420
H -0.231 -4.108 6.119
H -0.177 -6.219 8.344
H -0.499 -4.501 8.590
C -1.223 0.676 5.272
C -1.622 0.078 3.940
O -2.190 -1.237 4.113
C -3.468 -1.294 4.443
O -4.222 -0.378 4.611
C -3.892 -2.774 4.562
F -2.981 -3.461 5.262
F -4.001 -3.323 3.347
F -5.071 -2.884 5.179
H -0.539 0.010 5.799
H -0.726 1.632 5.112
H -2.095 0.841 5.904
H -0.754 -0.078 3.302
H -2.333 0.709 3.409
C -8.864 6.712 -13.148
C -9.089 6.296 -11.712
O -8.730 7.358 -10.800
C -9.638 8.304 -10.619
O -10.721 8.380 -11.121
C -9.116 9.327 -9.587
F -7.847 9.673 -9.843
F -9.166 8.791 -8.359
F -9.859 10.431 -9.594
H -7.832 7.031 -13.296
H -9.066 5.871 -13.812
H -9.520 7.536 -13.426
H -8.443 5.466 -11.437
H -10.123 6.004 -11.532
C 10.793 -4.435 4.496
C 10.900 -5.197 3.195
O 10.969 -6.625 3.428
C 9.808 -7.227 3.643
O 8.732 -6.711 3.682
C 10.030 -8.746 3.807
F 11.058 -9.001 4.631
F 10.304 -9.304 2.619
F 8.942 -9.328 4.305
H 11.621 -4.693 5.158
H 10.822 -3.363 4.299
H 9.860 -4.665 5.009
H 11.824 -4.958 2.673
H 10.064 -4.980 2.531
C 3.871 -7.632 -1.462
C 4.461 -7.827 -0.084
O 5.897 -8.033 -0.144
C 6.613 -6.927 -0.277
O 6.208 -5.809 -0.360
C 8.120 -7.240 -0.226
F 8.455 -8.314 -0.953
F 8.482 -7.445 1.052
F 8.822 -6.198 -0.670
H 4.120 -8.475 -2.108
H 2.787 -7.552 -1.387
H 4.247 -6.719 -1.923
H 4.075 -8.727 0.390
H 4.250 -6.975 0.561
```

## Properties
- Calculated total energy: -5559.20296 a.u.
- Orbital gap: 6.896 eV
- Total charge: -1
- HOMO: -0.1996 Eh
- E_LUMO: 1.46 eV


Look up the total charge of the first one. +1


The highest calculated total energy belongs to which entry? C49H77BClN4OP2S3W


Among the records above, which one has the highest calculated total energy? C49H77BClN4OP2S3W